No. 1
A structure of composition C4H3O5Rb. Source: OMol25; level of theory: ωB97M-V/def2-TZVPD.

CARTESIAN COORDINATES (ANGSTROEM)
C 2.95649 1.15899 -0.45785
O 3.75526 1.90808 -0.85602
O 2.48728 0.54085 0.47294
C 0.44259 -0.58182 0.71624
O -1.08069 -0.83717 -0.97741
C -1.44099 0.16277 -0.21277
C 0.06456 -1.50216 -0.41596
O -0.61230 0.32502 0.81511
O -2.45989 0.79941 -0.35686
Rb -5.47025 3.08722 0.86079
H 0.75777 -0.96827 1.68333
H 0.83427 -1.58909 -1.19329
H -0.23411 -2.50383 -0.07825

Results
* multiplicity: 2
* Kohn-Sham gap (alpha / beta): 0.24070 / 0.36624 Ha
* charge: +1
* HOMO level (alpha / beta): -10.535 / -13.951 eV
* lowest unoccupied orbital energy (alpha / beta): -4.0 / -4.0 eV



No. 2
A structure of composition C4H3O5Yb. Source: OMol25; level of theory: ωB97M-V/def2-TZVPD.

CARTESIAN COORDINATES (ANGSTROEM)
C 0.44753 0.78664 0.95838
C 0.90737 -0.44984 1.17746
O 0.04181 -1.55306 1.10959
C 0.13619 -2.38564 0.07703
O 0.84871 -2.25416 -0.88666
O -0.76575 -3.34504 0.23959
H 1.10062 1.51448 1.46103
H 1.89305 -0.72940 1.55636
H -0.76405 -3.92174 -0.53569
O -0.16528 4.20316 -2.65345
O -1.48337 3.09034 -1.19564
C -0.43371 3.31755 -1.87671
Yb -1.76311 1.72670 0.56872

Results
* multiplicity: 3
* Kohn-Sham gap (alpha / beta): 0.15975 / 0.20789 Ha
* charge: +1
* HOMO level (alpha / beta): -10.727 / -14.141 eV
* lowest unoccupied orbital energy (alpha / beta): -6.4 / -8.5 eV



No. 3
A cluster of 2 separate species, C4H4 in total. Source: OMol25; level of theory: ωB97M-V/def2-TZVPD.

CARTESIAN COORDINATES (ANGSTROEM)
C -0.21724 0.28927 -1.86191
C 0.66596 0.08524 -1.07238
H -0.96270 0.41411 -2.65052
H 1.38709 -0.14421 -0.30862
C -0.55709 0.06748 1.03160
C 0.11942 -0.42856 1.91542
H -1.11142 0.50914 0.21749
H 0.67599 -0.79248 2.72893

Results
* SMILES: C#C.C#C
* Kohn-Sham gap: 0.39890 Ha
* HOMO level: -9.722 eV
* lowest unoccupied orbital energy: 1.1 eV
* relative energy (zero: lowest compared OMol25 entry of this formula, charge and spin): 58.8 kcal/mol



No. 4
A cluster of 16 separate species, C4H41NO16 in total. Source: OMol25; level of theory: ωB97M-V/def2-TZVPD.

CARTESIAN COORDINATES (ANGSTROEM)
C 0.63267 2.15355 -0.18617
N 0.77265 0.73675 0.27918
C -0.05410 -0.19270 -0.53490
C 0.10917 -1.60519 -0.00489
C -0.98899 -2.05256 0.95154
O -0.71707 -1.58062 2.26288
H 1.19535 2.80451 0.50420
H 0.97939 2.23236 -1.25872
H -0.43075 2.54433 -0.27915
H 0.45558 0.62698 1.23134
H -1.17796 0.12128 -0.54826
H 0.29779 -0.13317 -1.61888
H 0.14451 -2.36297 -0.81442
H 1.13414 -1.73985 0.51140
H -1.01931 -3.13804 1.08231
H -2.00462 -1.69512 0.67703
H -1.29170 -0.83926 2.50551
H -2.44012 1.77839 -0.81921
H -2.12512 1.99009 0.74520
O -2.66547 1.48005 0.05887
H -3.14269 0.30395 2.68196
H -1.90159 1.23568 2.70605
O -2.22571 0.41942 3.06504
H -2.66662 -0.66337 -3.37641
H -2.98422 0.07804 -4.70279
O -3.03106 0.17997 -3.77175
H -1.94921 -1.72124 -1.70532
H -0.98328 -2.04583 -2.90571
O -1.94803 -1.97931 -2.60481
H -3.95316 0.89901 1.02738
H -4.83247 -0.31402 1.27837
O -4.51854 0.43048 1.66070
H 1.72057 2.24909 2.74939
H 1.22578 3.12162 3.90732
O 1.12568 2.99709 2.97912
H 0.92399 -1.09003 -3.46084
H 1.29207 -2.28478 -2.64873
O 0.64428 -1.94479 -3.25145
H -2.27375 1.47033 -2.91438
H -0.84950 1.70001 -2.51364
O -1.75204 2.08107 -2.38411
H 2.05094 0.71828 -4.19368
H 2.13002 0.57308 -2.66268
O 1.49842 0.60671 -3.43793
H 2.50451 0.40498 -0.51500
H 3.94401 0.57323 -1.06462
O 3.07772 0.27298 -1.29431
H 2.92332 -3.87395 1.32340
H 2.59954 -2.45222 1.66987
O 3.06708 -2.98573 0.98486
H 2.50427 0.09229 2.65134
H 2.74668 0.98041 1.45281
O 2.77450 0.98272 2.41132
H -0.40998 2.81157 2.40924
H -1.81381 3.61566 2.27088
O -1.37017 2.74167 2.05316
H 2.92018 -1.47027 -1.53859
H 2.78183 -2.72618 -0.71027
O 2.71348 -2.36476 -1.59056
H 0.90820 -1.49872 2.58320
H 1.89382 -1.75696 3.77575
O 1.82890 -1.49601 2.86159

Results
* Kohn-Sham gap: 0.36120 Ha
* HOMO level: -9.765 eV
* lowest unoccupied orbital energy: 0.1 eV
* relative energy (zero: lowest compared OMol25 entry of this formula, charge and spin): 0.0 kcal/mol



No. 5
A cluster of 16 separate species, C4H43N2O15 in total. Source: OMol25; level of theory: ωB97M-V/def2-TZVPD.

CARTESIAN COORDINATES (ANGSTROEM)
C -0.19150 -2.02156 1.83905
C 0.33355 -1.44285 0.50985
C -0.45186 -0.15730 0.08608
C -1.48610 -0.46298 -1.01346
N -1.16932 -1.38522 -2.19764
N 0.44130 -1.23690 3.02448
H -1.40658 -1.96141 1.73293
H 0.25458 -3.08663 1.95748
H 0.26687 -2.25329 -0.33691
H 1.45156 -1.26686 0.66769
H -0.97521 0.28689 0.89215
H 0.21804 0.58544 -0.16296
H -1.79978 0.60080 -1.56132
H -2.43161 -0.91690 -0.54490
H -1.11296 -0.87026 -3.08455
H -0.22128 -1.72815 -2.07567
H 0.24048 -0.25146 2.83170
H 1.40277 -1.23045 2.82629
H -0.02362 -1.45698 3.91795
H 0.11996 3.06699 3.14835
H -1.45609 3.01911 3.39904
O -0.70415 2.55117 2.97019
H -4.16990 -1.63138 1.41926
H -3.00947 -1.46239 0.58217
O -3.33557 -0.98479 1.32573
H 4.63413 -0.73682 1.55262
H 3.54400 0.23573 1.08359
O 3.86741 -0.30281 1.80624
H 2.23184 2.00398 -0.32691
H 1.00733 2.88556 -0.53161
O 1.90392 2.89744 -0.16258
H 1.76274 -1.45243 -2.42470
H 1.87245 -2.78248 -3.09683
O 1.60430 -2.41887 -2.31314
H 2.77342 -2.94574 -0.34659
H 4.35500 -3.17350 -0.05518
O 3.53968 -2.64568 0.17525
H -0.42060 3.72752 -2.58341
H -0.67691 2.74667 -1.36843
O -0.31399 2.84890 -2.22349
H -3.63722 0.30461 -0.30734
H -4.80138 1.35835 -0.29197
O -3.90650 1.20779 -0.19258
H -1.49635 2.61945 1.42905
H -2.59875 2.22971 0.45201
O -1.76702 2.74478 0.54143
H 5.02938 0.70470 -1.55361
H 3.63039 0.48965 -1.51838
O 4.26744 0.60298 -0.88771
H -1.70784 1.14531 3.01812
H -2.69221 0.04053 2.75135
O -1.97097 0.30420 3.28887
H 2.10106 2.68628 1.46200
H 2.67063 2.04785 2.61732
O 1.84778 2.48060 2.37585
H 2.00532 0.44367 -3.91848
H 1.30680 0.75128 -2.60462
O 1.92693 0.08540 -2.97976
H -3.08430 -2.76506 -1.43111
H -3.29791 -4.02940 -0.51092
O -3.50517 -3.21394 -0.76240
H -1.07575 0.36889 -4.70319
H -1.10899 1.45498 -3.61181
O -0.60417 0.74729 -3.99989

Results
* Kohn-Sham gap: 0.35942 Ha
* charge: +1
* HOMO level: -12.006 eV
* lowest unoccupied orbital energy: -2.2 eV
* relative energy (zero: lowest compared OMol25 entry of this formula, charge and spin): 125.6 kcal/mol



No. 6
A structure of composition C4H4AlO2. Source: OMol25; level of theory: ωB97M-V/def2-TZVPD.

CARTESIAN COORDINATES (ANGSTROEM)
H -1.12242 0.65685 0.94192
O -2.56764 0.43794 0.18781
C -2.06773 -0.09129 -0.75812
C -0.64120 -0.45496 -0.76449
C 0.09595 0.33942 0.34904
C 1.43110 -0.09107 0.54644
O 2.45329 0.50408 0.86870
Al 3.16949 -0.99744 0.60164
H -0.25002 -0.19318 -1.76059
H -0.64509 -1.54786 -0.61709
H 0.14427 1.43749 0.40473

Results
* Kohn-Sham gap (alpha / beta): 0.28163 / 0.25674 Ha
* charge: +3
* HOMO level (alpha / beta): -25.663 / -25.077 eV
* lowest unoccupied orbital energy (alpha / beta): -18.0 / -18.1 eV
* relative energy (zero: lowest compared OMol25 entry of this formula, charge and spin): 76.0 kcal/mol